(1)
This record from the OMol25 dataset describes C6H7NO in the gas phase. The level of theory is ωB97M-V/def2-TZVPD.

Values from the calculation:
Frontier orbital gap: 9.24 eV
Structure (SMILES): C[C@@H]1[C@@H]2C(=O)C=CN12
Max |F|: 7.5 eV/A
HOMO: -0.3365 Eh
Energy relative to the best compared isomer or geometry (same formula, charge and spin): 120.3 kcal/mol

Last column: Mulliken charge in e.
CARTESIAN COORDINATES (ANGSTROEM)
O (1.60604, 2.03680, -1.66123)  -0.6024
N (0.07677, 0.80729, 1.25957)  -0.4941
C (-1.07152, -1.23086, -0.24597)  -1.1117
C (1.10751, -0.23816, 0.93939)  -0.1468
C (-0.26006, 1.32589, 0.01230)  0.1274
C (1.71440, 0.00061, -0.28135)  -0.4090
C (-1.07065, 0.05314, 0.31324)  -0.0730
C (0.92424, 1.20457, -0.90711)  0.4862
H (-0.24122, -1.50052, -0.85837)  0.4116
H (-2.20851, -1.31237, -0.73084)  0.3168
H (-0.98137, 2.28210, -0.12565)  0.3404
H (1.34743, -1.15439, 1.66025)  0.2922
H (2.55804, -0.72266, -0.74266)  0.2825
H (-2.14316, 0.41550, 0.60760)  0.3383
H (-1.35794, -1.96694, 0.76082)  0.2417


(2)
This record from the OMol25 dataset describes a molecular structure, C23H20N7O2SeTc. The level of theory is ωB97M-V/def2-TZVPD.

Values from the calculation:
Frontier orbital gap (spin up / spin down): 5.52 / 6.68 eV
Max |F|: 1.8 eV/A
Spin multiplicity: 2
HOMO (spin up / spin down): -0.4011 / -0.4081 Eh
Charge: +1
Energy relative to the best compared isomer or geometry (same formula, charge and spin): 0.0 kcal/mol

Last column: Mulliken charge in e.
CARTESIAN COORDINATES (ANGSTROEM)
Tc (0.25474, 0.13801, -0.62653)  -0.8503
Se (0.21650, -2.34115, -1.01196)  -0.0438
O (-0.81128, 1.71494, -4.25029)  -0.6104
O (-2.84481, -0.23715, 1.99093)  -0.6528
N (3.42739, -0.45275, -0.53523)  -0.5495
N (2.43535, -0.07785, -1.49619)  -0.2815
N (0.74930, 2.13217, -1.11913)  0.2404
N (0.51871, -3.78759, 3.45045)  -0.5853
N (0.62658, 0.19559, 1.46462)  0.9503
N (-1.60303, 0.04711, 0.05138)  0.5720
N (-0.78998, 0.44968, -2.29197)  0.4570
C (-4.29447, -0.46865, -3.07597)  -0.6303
C (-0.51899, 0.15109, 2.17514)  0.7653
C (1.60125, -3.70283, 2.68761)  -0.5337
C (1.56132, -3.30260, 1.35788)  -0.2818
C (0.33151, -2.97258, 0.80221)  0.2720
C (-3.91140, -0.55209, -0.68979)  -0.7989
C (-0.41229, 1.47745, -3.14067)  -0.2238
C (-2.57635, -0.19572, -0.90552)  1.1257
C (1.83504, 4.40036, -2.29315)  -0.3487
C (1.09219, 3.50424, -3.04950)  -0.6602
C (-1.80546, -0.02780, 1.41394)  0.0853
C (0.55133, 2.39694, -2.42743)  0.8002
C (-0.80849, -3.09852, 1.58337)  -0.0846
C (-0.65767, -3.50559, 2.90385)  -0.4605
C (1.99307, 4.15745, -0.93594)  -0.8848
C (0.64357, 0.37430, 4.24387)  -0.5373
C (1.44598, 3.00992, -0.39056)  -0.0846
C (-0.54919, 0.24113, 3.55329)  -0.7278
C (1.77444, 0.34774, 2.13841)  -0.5344
C (-2.98526, -0.10330, -3.31429)  -0.5648
C (1.82445, 0.42629, 3.51822)  -0.9317
C (-4.75361, -0.68649, -1.77344)  -0.6822
C (-2.11324, 0.02358, -2.23456)  -0.3412
H (-1.78949, -2.88439, 1.17896)  0.4491
H (-2.62188, 0.06207, -4.31591)  0.5049
H (0.64958, 0.43338, 5.32363)  0.4574
H (-5.78550, -0.96183, -1.60398)  0.4209
H (2.54402, -3.97183, 3.15226)  0.3838
H (-1.51179, 0.20212, 4.04371)  0.5772
H (2.27086, 5.27790, -2.75083)  0.4522
H (3.17910, -1.37380, -0.19090)  0.0386
H (0.89456, 3.64966, -4.10267)  0.5374
H (2.46552, -3.26029, 0.76412)  0.4136
H (2.67520, 0.39112, 1.54183)  0.6588
H (1.56742, 2.77252, 0.65859)  0.4627
H (-4.26912, -0.71501, 0.31297)  0.5086
H (2.40156, -0.74520, -2.26466)  0.3514
H (2.53194, 4.84646, -0.30138)  0.4525
H (4.33503, -0.52913, -0.98126)  0.3034
H (2.72721, 0.81105, -1.88700)  0.3226
H (-4.96641, -0.59868, -3.91359)  0.4132
H (2.77943, 0.52347, 4.01461)  0.4957
H (-1.52442, -3.60495, 3.54843)  0.4125


(3)
This record from the OMol25 dataset describes a molecular structure, C24H51NO6PS3Sn. The level of theory is ωB97M-V/def2-TZVPD.

Values from the calculation:
Frontier orbital gap: 2.39 eV
Max |F|: 4.4 eV/A
HOMO: -0.3393 Eh
Charge: +1

Last column: Mulliken charge in e.
CARTESIAN COORDINATES (ANGSTROEM)
Sn (-2.66546, -0.08354, 3.12327)  0.9939
S (0.23046, -3.86786, 0.50163)  -0.0335
S (0.87423, -1.56526, 2.23516)  0.2522
S (2.65097, -3.52683, -5.62454)  1.1750
P (0.87520, -1.12460, -2.24238)  1.1526
O (1.29899, 0.44932, -1.59185)  -0.5514
O (3.10668, -4.03759, -4.18901)  -0.4307
O (3.55524, -2.53254, -6.05646)  -0.5883
O (2.49380, -4.65087, -6.48363)  -0.6485
O (0.33899, 2.54543, -1.05343)  -0.3004
O (-0.63316, -0.50543, -2.80153)  -0.6331
N (-1.60085, -2.35358, 1.80521)  0.7928
C (-2.35070, -1.65052, -0.54219)  -0.4189
C (-0.68390, 5.31173, -0.27103)  0.9371
C (-2.05528, -3.30028, 2.87640)  -1.2122
C (-0.10462, 3.31206, 1.22743)  0.7768
C (1.80977, -0.92024, -3.86799)  -0.8262
C (0.63619, 2.31173, 0.30999)  0.1268
C (-2.15351, 0.73165, -1.43849)  -1.7020
C (-1.37754, -3.05021, 4.21624)  -0.8979
C (-1.85020, 5.81020, -1.16620)  -1.5237
C (-1.18305, 4.11224, 0.51377)  -1.2544
C (-0.22670, 6.45545, 0.62683)  -1.6725
C (1.04572, -1.33557, -5.11207)  -0.7612
C (-2.07177, -0.18760, -0.21321)  1.2865
C (0.38689, 1.42951, -1.91792)  -0.1986
C (-0.81187, 2.50503, 2.32994)  -1.5884
C (-0.95968, 0.78429, -2.36828)  0.2873
C (2.53034, -1.98718, 1.68360)  -0.8665
C (3.38626, -0.72170, 1.71283)  0.0048
C (-1.03796, -1.05204, 5.80326)  -1.4595
C (-1.50046, -1.57804, 4.43612)  2.2164
C (-0.23753, -2.66338, 1.45198)  -0.3754
C (-2.54607, -2.53738, 0.67442)  -1.7977
C (4.85487, -1.01388, 2.06892)  -1.3464
C (1.02694, -2.82688, -5.39591)  -0.8604
H (2.93863, -2.74514, 2.34042)  0.5970
H (-3.53063, -2.29436, 1.06781)  0.6814
H (-1.28042, 1.34790, -3.24603)  0.3891
H (2.39325, -4.61572, -3.86275)  0.3442
H (0.41843, 7.11348, 0.04984)  0.4193
H (0.11060, 5.03653, -0.95437)  0.3231
H (2.10764, 0.12224, -3.96032)  0.4239
H (-1.75424, 3.47694, -0.15133)  -0.3580
H (5.10668, -0.58772, 3.03088)  0.3146
H (-2.98195, 0.34976, -2.03199)  0.5701
H (-1.06174, 7.05511, 0.96877)  0.3940
H (0.36710, 6.10585, 1.46647)  0.3385
H (-1.88488, 4.46138, 1.27518)  0.7997
H (-0.90978, -1.10851, 3.59360)  -1.5294
H (2.72382, -1.49130, -3.78034)  0.6085
H (5.08292, -2.07327, 2.08370)  0.3725
H (0.29186, -1.34658, -0.88209)  -0.7204
H (0.46538, -3.40273, -4.66710)  0.4517
H (-3.30893, -1.67669, -1.05626)  0.6485
H (-1.76099, 5.35761, -2.14805)  0.3283
H (-1.12878, 3.19366, 3.11435)  0.4494
H (-1.83592, -0.49287, 6.27632)  0.3774
H (5.49471, -0.52505, 1.34375)  0.3505
H (-0.32719, -3.30493, 4.25890)  0.4558
H (3.32428, -0.18857, 0.77254)  0.0769
H (-1.73144, 2.13574, 1.85743)  -0.0486
H (2.51208, -2.40930, 0.68518)  0.3938
H (0.38226, -2.43393, -2.62705)  -0.2482
H (0.45013, 1.28618, 0.60915)  -0.6890
H (-0.18827, 1.69864, 2.71167)  0.6481
H (-1.88855, -4.33904, 2.59436)  0.5403
H (3.00114, -0.06269, 2.48772)  0.2899
H (1.54455, -0.87247, -5.96035)  0.4686
H (2.06663, -1.69996, -1.64471)  -0.1817
H (0.76962, 1.85897, -2.85581)  0.0869
H (0.02119, -0.97585, -5.12912)  0.3782
H (-0.17178, -0.41851, 5.66910)  0.3813
H (0.55890, -3.01097, -6.35505)  0.3941
H (-2.78505, 5.45759, -0.73930)  0.3352
H (-1.86446, -3.64331, 4.98287)  0.5415
H (-1.89783, 6.89032, -1.21415)  0.4541
H (1.70226, 2.47685, 0.46270)  0.3078
H (-0.77336, -1.88718, 6.43666)  0.3985
H (0.59456, 3.95727, 1.74558)  0.7536
H (-1.63455, -2.08038, -1.22874)  -0.0217
H (-2.43355, 1.72860, -1.11748)  0.2453
H (-3.13470, -3.19645, 2.96798)  0.5481
H (-2.88336, 0.13794, 0.46377)  -0.0819
H (-1.15059, -0.06869, 0.35332)  -0.3695
H (-2.61007, -1.39258, 4.28116)  -0.0571
H (-2.56686, -3.58945, 0.40036)  0.3714


(4)
This record from the OMol25 dataset describes C19H27N3O3 in the gas phase. The level of theory is ωB97M-V/def2-TZVPD.

Values from the calculation:
Frontier orbital gap: 8.54 eV
Structure (SMILES): COc1ccc(/C=N/NC(=O)CCCC(=O)NC2CCCCC2)cc1
Max |F|: 1.2 eV/A
HOMO: -0.2946 Eh
Energy relative to the best compared isomer or geometry (same formula, charge and spin): 48.3 kcal/mol

Last column: Mulliken charge in e.
CARTESIAN COORDINATES (ANGSTROEM)
O (-0.71099, 5.52125, 0.90856)  -0.6750
O (-1.87384, 0.93306, -1.21454)  -0.7043
O (3.27748, -2.73296, -2.61620)  -0.4700
N (0.90945, 2.66932, -0.21226)  0.0780
N (-1.46866, 0.12131, 0.84887)  0.2455
N (0.61857, 3.78291, 0.46834)  -0.2761
C (-1.06136, -2.99269, 2.75114)  -0.7107
C (2.28447, 0.79849, -0.66949)  0.5521
C (-1.90620, 1.06816, -0.00995)  0.5306
C (1.74256, -0.85303, -2.34644)  -0.0825
C (-2.03943, -2.25848, 0.56418)  -1.0637
C (1.96632, 2.01065, 0.04845)  -0.5328
C (3.73884, -1.09082, -1.02192)  -0.6758
C (-0.50637, 4.53247, 0.23788)  0.1341
C (-0.01237, -1.88863, 2.66162)  -0.7300
C (1.44607, 0.31558, -1.67598)  -0.7661
C (-2.33749, -2.57535, 2.02695)  -0.6905
C (-2.46483, 2.29707, 0.69879)  -0.9096
C (-0.96764, -1.16927, 0.42370)  -0.2427
C (2.48223, -3.26015, -3.65141)  -0.8180
C (2.89324, -1.57108, -2.02594)  0.8318
C (-1.41654, 4.01826, -0.84825)  -0.1765
C (0.29270, -1.54775, 1.20432)  -0.2688
C (-2.71524, 3.46702, -0.24982)  -1.0481
C (3.43948, 0.07513, -0.35701)  -0.6066
H (1.25710, 4.12238, 1.19499)  0.2523
H (-0.37286, -1.00137, 3.18821)  0.2957
H (-0.91521, 3.23681, -1.41431)  0.2465
H (-1.68071, -3.16127, 0.06629)  0.3945
H (-3.22724, 4.26381, 0.29306)  0.4220
H (-2.94749, -1.93079, 0.05495)  0.4146
H (-1.66034, 4.85509, -1.50446)  0.3545
H (0.90686, -2.20786, 3.15688)  0.4032
H (0.74810, -2.41401, 0.72103)  0.4230
H (1.00867, -0.72609, 1.15063)  -0.1078
H (-0.71952, -1.04686, -0.63571)  0.2401
H (1.47563, -3.50710, -3.29926)  0.3139
H (-0.66722, -3.90176, 2.29160)  0.3173
H (-3.41007, 2.00363, 1.16517)  0.5220
H (-1.77955, 2.59660, 1.49470)  0.4510
H (-1.28053, -3.21432, 3.79770)  0.3726
H (2.66928, 2.33179, 0.82924)  0.2863
H (-1.56094, 0.27435, 1.83943)  0.3496
H (4.10287, 0.43374, 0.41725)  0.3586
H (2.98449, -4.17100, -3.97346)  0.2393
H (2.41209, -2.56772, -4.49595)  0.3300
H (-3.07596, -3.37760, 2.08315)  0.3691
H (-2.76779, -1.69875, 2.51675)  0.2803
H (1.06995, -1.19695, -3.11602)  0.4344
H (4.62635, -1.65676, -0.78662)  0.4540
H (-3.35447, 3.12828, -1.06606)  0.4094
H (0.54809, 0.86325, -1.91276)  0.2493


(5)
This record from the OMol25 dataset describes a molecular structure, C10H15B3F12N5Ni. The level of theory is ωB97M-V/def2-TZVPD.

Values from the calculation:
Frontier orbital gap (spin up / spin down): 10.04 / 9.32 eV
Max |F|: 1.5 eV/A
Spin multiplicity: 3
HOMO (spin up / spin down): -0.2956 / -0.2956 Eh
Charge: -1
Energy relative to the best compared isomer or geometry (same formula, charge and spin): 16.1 kcal/mol

Last column: Mulliken charge in e.
CARTESIAN COORDINATES (ANGSTROEM)
Ni (-0.63240, -1.37570, -0.56955)  1.0455
F (0.84260, 1.97467, 0.64137)  -0.3530
F (-2.64981, -1.81107, 2.89936)  -0.4089
F (-3.80644, 0.17744, -1.71478)  -0.3377
F (-3.12046, -0.45019, -3.83523)  -0.3539
F (1.09516, -0.21930, -0.16791)  -0.4004
F (-2.22187, -1.57863, 0.65596)  0.0642
F (-3.59433, -3.28516, 1.42509)  -0.3773
F (-1.64863, -0.53629, -2.07126)  -0.2588
F (-0.94383, 0.51072, 0.13554)  -0.0683
F (0.32186, 0.25711, 2.01010)  -0.4329
F (-4.34407, -1.10074, 1.50896)  -0.3200
F (-2.35050, 1.51061, -2.93448)  -0.3731
N (-0.07991, 5.62334, -3.09141)  -0.4375
N (5.09550, -0.44264, 0.91706)  -0.4895
N (0.45928, -2.78000, 0.90043)  -0.4240
N (-3.86024, 1.62801, 1.20624)  -0.4362
N (0.81531, -1.95246, -2.23910)  -0.1424
C (-2.95628, 1.97514, 1.81790)  0.4380
C (0.84716, 3.17208, -3.21466)  -0.2649
C (0.29138, 4.53779, -3.14718)  0.2519
C (-0.66092, -3.78226, 3.01766)  -0.9174
C (-0.03965, -3.23177, 1.83221)  0.7205
C (3.24168, -2.49410, -2.95333)  -1.0066
C (3.66123, 1.63458, 1.55979)  -0.5858
C (4.43100, 0.46313, 1.18277)  0.4155
C (-1.76648, 2.37164, 2.56120)  -0.6034
C (1.88424, -2.20403, -2.55216)  0.5151
B (-2.78168, 0.21378, -2.63093)  0.1791
B (-3.27314, -1.92546, 1.63851)  0.0249
B (0.38724, 0.67763, 0.68736)  0.7787
H (0.86972, 2.89440, -2.15863)  -0.0695
H (2.84162, 1.42996, 2.24261)  0.1434
H (-1.03462, 2.80572, 1.88324)  0.0602
H (-0.58852, -3.09177, 3.85445)  0.2573
H (4.30747, 2.32941, 2.09829)  0.3987
H (3.26967, -3.18666, -3.78990)  0.3290
H (-1.32528, 1.49009, 3.02296)  0.1393
H (3.29878, 2.09432, 0.64576)  0.1395
H (0.18703, 2.47678, -3.72451)  0.2149
H (-0.09707, -4.67472, 3.30594)  0.3769
H (3.78654, -2.93659, -2.11547)  0.2954
H (3.81367, -1.59508, -3.17725)  0.2890
H (-2.06264, 3.09007, 3.32318)  0.4246
H (1.79937, 3.31767, -3.71735)  0.3054
H (-1.70872, -4.00143, 2.83114)  0.2547